Computed, not measured: a structure of composition C27H72AlBClFLiN7NbO9SSi2 in a non-equilibrium geometry, with ωB97M-V with the def2-TZVPD basis set.

## Properties
- E_HOMO (eV) = -9.60
- maximum force (eV/A) = 3.4
- LUMO level (Ha) = -0.265
- frontier orbital gap (eV) = 2.39
- charge = +1

Each line ends with the Löwdin charge.
Element x y z (Å)
C 6.054 1.605 2.048  -0.17
O 6.162 3.011 1.945  -0.18
B 6.142 3.585 0.626  -0.74
O 6.369 2.657 -0.376  0.11
Nb 5.707 5.944 0.405  1.25
Cl 6.955 6.330 2.409  0.08
C 3.866 5.943 1.712  -0.44
C 3.444 7.430 2.001  -0.23
C 1.940 7.736 2.008  -0.27
N 1.432 8.142 0.699  0.02
C 4.467 5.588 -1.369  -0.33
C 3.360 4.466 -1.307  -0.27
C 1.911 4.992 -1.460  -0.17
C 0.753 4.036 -1.065  -0.14
N 0.665 3.491 0.320  -0.13
C 0.453 2.034 0.359  -0.07
C -0.211 4.194 1.162  -0.49
C -0.470 3.590 2.532  0.00
O -0.714 5.266 0.827  0.06
S 7.911 5.744 -0.918  0.47
O 8.817 4.937 -0.084  -0.41
O 7.656 5.250 -2.280  -0.40
F 8.641 7.155 -1.097  -0.25
H 6.957 1.044 1.755  0.14
H 5.856 1.319 3.094  0.03
H 5.212 1.217 1.442  0.06
H 6.362 3.057 -1.250  0.09
H 5.775 7.729 0.033  -0.03
H 4.095 5.495 2.707  0.01
H 3.004 5.395 1.284  -0.03
H 3.861 7.669 2.991  0.11
H 3.895 8.110 1.261  0.08
H 1.789 8.564 2.715  0.11
H 1.389 6.867 2.401  0.11
H 0.709 7.525 0.358  0.05
H 2.169 8.143 0.006  0.05
H 5.104 5.382 -2.241  0.05
H 3.987 6.572 -1.548  0.06
H 3.388 3.855 -0.378  -0.02
H 3.575 3.755 -2.122  0.12
H 1.733 5.179 -2.533  0.13
H 1.820 5.962 -0.956  0.08
H 0.835 3.151 -1.719  0.12
H -0.187 4.541 -1.314  0.12
H 0.937 1.574 -0.497  0.09
H 0.882 1.578 1.269  0.07
H -0.623 1.778 0.373  0.11
H -1.314 2.889 2.498  0.10
H 0.413 3.049 2.906  0.06
H -0.697 4.420 3.220  0.10
Li 4.550 1.443 3.949  0.72
Al 3.571 3.597 1.743  0.89
C 4.089 -1.260 2.126  -0.19
Si 2.886 -2.698 1.964  0.32
C 2.346 -2.652 0.171  -0.14
C 1.454 -2.348 3.124  -0.16
N 3.689 -4.170 2.321  -0.04
Si 3.052 -5.788 2.285  0.34
C 2.461 -6.213 0.546  -0.15
C 1.610 -5.964 3.481  -0.16
C 4.388 -6.991 2.772  -0.19
H 3.553 -0.329 1.897  0.01
H 4.518 -1.199 3.135  0.02
H 4.911 -1.361 1.416  0.04
H 2.110 -1.614 -0.086  0.04
H 1.466 -3.259 -0.043  0.03
H 3.177 -2.975 -0.454  0.02
H 1.735 -2.486 4.169  0.04
H 0.603 -2.995 2.915  0.02
H 1.122 -1.315 2.990  0.03
H 1.542 -5.688 0.281  0.02
H 2.264 -7.287 0.522  0.04
H 3.220 -5.985 -0.202  0.04
H 1.864 -5.586 4.472  0.04
H 1.378 -7.028 3.569  0.04
H 0.714 -5.449 3.134  0.02
H 4.751 -6.788 3.781  0.03
H 5.238 -6.931 2.090  0.03
H 4.008 -8.014 2.750  0.03
C -2.680 -3.137 1.903  0.03
N -2.026 -1.883 2.366  -0.46
O -1.852 -1.733 3.555  0.06
O -1.696 -1.080 1.518  0.04
H -2.906 -3.748 2.767  0.10
H -3.586 -2.868 1.372  0.09
H -1.987 -3.633 1.231  0.10
C 5.363 -2.098 -2.442  -0.05
C 5.036 -0.642 -2.922  -0.42
O 4.140 -0.164 -2.072  -0.07
H 4.467 -2.714 -2.456  0.06
H 6.123 -2.546 -3.086  0.08
H 5.757 -2.050 -1.428  0.07
H 4.691 -0.764 -3.968  0.12
H 5.998 -0.097 -2.961  0.11
C -5.178 -5.099 -0.271  -0.67
O -4.659 -5.002 0.835  0.00
N -4.512 -5.621 -1.344  0.15
N -6.458 -4.698 -0.511  0.16
H -4.921 -5.714 -2.254  0.10
H -3.576 -5.941 -1.195  0.10
H -6.975 -4.316 0.258  0.10
H -6.903 -4.769 -1.407  0.09
C -10.230 -3.359 -0.936  -0.09
C -9.908 -2.372 -2.047  -0.28
N -9.554 -3.029 -3.293  -0.21
C -8.961 -2.131 -4.271  -0.26
C -9.821 -0.991 -4.826  -0.08
C -10.539 -3.970 -3.805  -0.25
C -11.958 -3.455 -4.071  -0.08
H -9.414 -4.076 -0.822  0.06
H -10.361 -2.830 0.009  0.08
H -11.147 -3.917 -1.123  0.07
H -9.045 -1.772 -1.745  0.12
H -10.749 -1.668 -2.150  0.10
H -8.592 -2.738 -5.102  0.11
H -8.071 -1.694 -3.805  0.11
H -10.575 -1.349 -5.526  0.06
H -9.188 -0.286 -5.368  0.07
H -10.324 -0.437 -4.034  0.07
H -10.606 -4.803 -3.100  0.10
H -10.132 -4.406 -4.720  0.11
H -12.333 -2.849 -3.245  0.07
H -12.637 -4.301 -4.188  0.07
H -12.021 -2.862 -4.982  0.06

***

Computed, not measured: a cluster of 9 separate species, C27H72O27S9 in total in a non-equilibrium geometry, with ωB97M-V with the def2-TZVPD basis set.

## Properties
- E_HOMO (spin up / spin down) (eV) = -12.44 / -12.44
- maximum force (eV/A) = 5.0
- LUMO level (spin up / spin down) (Ha) = -0.111 / -0.355
- frontier orbital gap (spin up / spin down) (eV) = 9.42 / 2.78
- spin multiplicity = 2
- charge = +1
- <S²> = 0.755

Each line ends with the Löwdin spin population.
Element x y z (Å)
O 23.753 4.854 11.386  0.00
S 24.790 4.116 10.636  0.00
O 24.693 2.638 10.543  0.01
O 24.901 4.787 9.106  0.00
C 25.651 4.171 8.104  0.00
C 24.840 3.950 6.894  0.01
C 26.479 4.683 11.278  0.00
H 25.969 3.195 8.470  0.00
H 26.540 4.730 7.813  0.00
H 23.932 3.352 6.974  0.00
H 25.455 3.613 6.060  0.00
H 24.454 4.877 6.469  0.00
H 27.336 4.260 10.753  0.00
H 26.578 4.240 12.269  0.00
H 26.529 5.767 11.384  0.00
O 19.692 -1.642 12.562  0.00
S 19.312 -0.468 13.301  0.00
O 18.663 -0.648 14.587  0.00
O 20.565 0.553 13.479  0.00
C 20.334 1.713 14.327  0.00
C 21.661 2.517 14.450  0.00
C 18.273 0.575 12.190  0.00
H 20.009 1.422 15.326  0.00
H 19.534 2.360 13.968  0.00
H 22.090 2.752 13.476  0.00
H 22.419 1.975 15.015  0.00
H 21.490 3.473 14.945  0.00
H 18.919 1.224 11.598  0.00
H 17.529 1.074 12.811  0.00
H 17.768 -0.225 11.649  0.00
O 19.853 7.697 14.579  0.00
S 20.135 6.688 13.539  0.00
O 20.766 5.419 13.799  0.00
O 18.726 6.417 12.648  0.00
C 18.764 5.585 11.476  0.00
C 18.677 4.078 11.644  0.00
C 21.124 7.708 12.364  0.00
H 19.479 5.916 10.723  0.00
H 17.817 5.868 11.017  0.00
H 18.337 3.547 10.754  0.00
H 18.039 3.657 12.421  0.00
H 19.704 3.758 11.817  0.00
H 21.265 7.200 11.410  0.00
H 22.021 8.083 12.855  0.00
H 20.440 8.513 12.096  0.00
O 19.924 -0.099 9.449  0.03
S 21.268 0.387 9.225  0.01
O 22.057 -0.043 8.064  0.02
O 21.237 2.102 9.344  0.55
C 21.912 2.779 8.335  0.15
C 21.587 4.289 8.411  0.03
C 22.322 0.130 10.757  0.04
H 21.763 2.315 7.360  0.03
H 22.954 2.589 8.595  0.09
H 22.338 4.762 7.780  0.00
H 21.719 4.573 9.455  0.00
H 20.586 4.451 8.009  0.01
H 23.367 0.269 10.480  0.00
H 22.094 -0.793 11.291  0.01
H 22.137 0.968 11.429  0.00
O 16.859 7.916 10.156  0.00
S 17.922 8.833 9.815  0.00
O 18.751 9.527 10.800  0.00
O 18.960 8.088 8.699  0.00
C 18.450 7.069 7.806  0.00
C 19.436 6.986 6.620  0.00
C 17.118 10.124 8.753  0.00
H 17.427 7.209 7.458  0.00
H 18.459 6.137 8.371  0.00
H 18.952 6.546 5.748  0.00
H 20.367 6.447 6.795  0.00
H 19.679 7.997 6.290  0.00
H 17.810 10.966 8.743  0.00
H 16.199 10.498 9.205  0.00
H 17.093 9.708 7.746  0.00
O 24.760 -5.221 6.903  0.00
S 25.681 -4.369 7.588  0.00
O 27.106 -4.449 7.341  0.00
O 25.196 -2.796 7.263  0.00
C 26.098 -1.673 7.346  0.00
C 25.311 -0.443 7.690  0.00
C 25.308 -4.275 9.425  0.00
H 26.519 -1.547 6.349  0.00
H 26.944 -1.844 8.013  0.00
H 24.566 -0.638 8.462  0.00
H 24.794 -0.081 6.801  0.00
H 26.032 0.304 8.023  0.00
H 25.913 -3.462 9.826  0.00
H 25.573 -5.241 9.856  0.00
H 24.220 -4.286 9.490  0.00
O 17.162 0.745 9.373  0.00
S 16.550 -0.155 8.384  0.00
O 15.089 -0.300 8.247  0.00
O 17.123 0.270 6.875  0.00
C 18.483 0.635 6.744  0.00
C 18.781 0.829 5.260  0.00
C 17.405 -1.816 8.510  0.00
H 19.079 -0.218 7.068  0.00
H 18.753 1.511 7.334  0.00
H 19.543 1.590 5.088  0.00
H 17.943 1.163 4.648  0.00
H 19.145 -0.098 4.816  0.00
H 17.103 -2.398 7.639  0.00
H 17.109 -2.285 9.448  0.00
H 18.487 -1.687 8.543  0.00
O 23.944 -5.247 12.133  0.00
S 22.875 -4.269 12.105  0.00
O 23.141 -2.853 12.334  0.00
O 22.057 -4.573 10.641  0.00
C 21.023 -3.674 10.203  0.00
C 19.611 -4.398 10.246  0.00
C 21.524 -4.842 13.337  0.00
H 21.221 -3.299 9.199  0.00
H 20.922 -2.782 10.821  0.00
H 19.415 -4.787 11.245  0.00
H 19.515 -5.163 9.475  0.00
H 18.781 -3.760 9.944  0.00
H 20.697 -4.132 13.338  0.00
H 21.970 -4.791 14.331  0.00
H 21.236 -5.854 13.052  0.00
O 26.910 1.255 12.153  0.00
S 26.346 -0.091 12.336  0.00
O 26.140 -0.981 11.188  0.00
O 27.178 -0.899 13.529  0.00
C 28.212 -0.149 14.218  0.00
C 29.378 -0.076 13.282  0.00
C 24.769 0.236 13.276  0.00
H 28.610 -0.559 15.146  0.00
H 28.039 0.901 14.454  0.00
H 29.119 0.171 12.253  0.00
H 29.946 -1.007 13.297  0.00
H 30.131 0.603 13.684  0.00
H 24.173 1.050 12.866  0.00
H 25.106 0.518 14.274  0.00
H 24.296 -0.746 13.290  0.00